Entry from OMol25: the molecule C9H14N2O in a non-equilibrium geometry (wB97M-V/def2-TZVPD).

```
! RIJCOSX wB97M-V def2-TZVPD def2/J DEFGRID3
* xyz 0 1
C -1.00054 1.83593 -0.14167
C 0.04279 0.83266 -0.24275
C -1.87481 -0.27492 0.06730
C -2.67417 -1.33889 0.23759
C 2.45458 0.43511 -0.02700
C 3.66871 1.13428 -0.56700
C 2.28825 -0.61409 1.06587
C -3.54735 1.44968 0.08507
C 0.08383 -1.64081 -0.67239
N -2.10569 1.11526 -0.02494
N -0.51999 -0.44981 -0.09741
O 1.33743 1.01506 -0.41121
H -2.33623 -2.33634 0.25804
H -3.64311 -1.15344 0.45756
H 4.11661 0.71414 -1.48509
H 3.58873 2.12218 -0.86367
H 4.42467 0.90960 0.09396
H 2.98207 -0.43313 1.84867
H 1.23804 -0.37816 1.47386
H 2.38584 -1.66879 0.95734
H -3.71097 2.43630 0.39077
H -4.05183 1.22644 -0.79894
H -3.86211 0.74076 0.84746
H -0.45946 -1.66519 -1.66180
H 1.20731 -1.47917 -0.87918
H -0.03263 -2.53468 0.08956
*
```

Highest occupied orbital energy (alpha / beta) = -6.6 / -6.6 eV
Energy relative to the best compared isomer or geometry (same formula, charge and spin) = 614.0 kJ/mol
Kohn-Sham gap (alpha / beta) = 6.47 / 7.27 eV
M = 166.22 g mol⁻¹

Atom charges from the Löwdin analysis, given in e for atoms 1 to 4:
1 C 0.037
2 C -0.276
3 C -0.334
4 C 0.077